[1]
{
  "formula": "C41H40Cl3N12NaO9",
  "method": "ωB97M-V/def2-TZVPD",
  "species": ["Na", "N", "N", "C", "N", "N", "N", "O", "O", "H", "H", "H", "H", "H", "Cl", "C", "C", "C", "Cl", "C", "O", "C", "C", "O", "C", "H", "H", "H", "O", "C", "O", "C", "C", "C", "N", "C", "C", "C", "O", "O", "H", "H", "H", "N", "C", "C", "C", "C", "C", "C", "C", "N", "C", "C", "N", "C", "H", "H", "H", "H", "H", "H", "H", "C", "C", "C", "C", "C", "O", "C", "C", "C", "C", "C", "C", "Cl", "C", "C", "C", "N", "C", "N", "C", "N", "H", "H", "H", "H", "H", "H", "H", "H", "H", "H", "H", "H", "H", "H", "H", "H", "H", "H", "H", "H", "H", "H"],
  "positions_angstrom": [[1.547, -0.740, -0.317], [0.842, 2.463, 0.675], [-0.322, 3.185, 0.346], [-1.119, 3.004, -0.713], [-1.989, 4.022, -0.988], [-1.061, 1.852, -1.342], [-1.650, 1.767, -2.570], [-1.935, 2.783, -3.249], [-1.927, 0.646, -2.948], [0.666, 1.659, 1.295], [1.268, 2.050, -0.157], [-0.437, 4.031, 0.861], [-1.738, 4.928, -0.633], [-2.290, 3.997, -1.949], [3.258, -3.935, -7.121], [2.795, -3.404, -5.510], [2.898, -4.308, -4.435], [2.548, -3.914, -3.177], [2.674, -5.033, -1.858], [2.066, -2.575, -2.866], [1.757, -2.227, -1.706], [1.982, -1.703, -4.014], [1.505, -0.337, -3.886], [1.148, 0.240, -2.874], [2.345, -2.136, -5.300], [3.250, -5.318, -4.606], [1.486, 0.213, -4.853], [2.253, -1.444, -6.132], [6.639, -4.884, 1.961], [5.958, -4.133, 2.708], [5.858, -4.115, 3.959], [5.132, -3.048, 1.965], [5.376, -2.772, 0.624], [4.661, -1.763, 0.002], [3.707, -1.042, 0.613], [3.446, -1.332, 1.899], [4.149, -2.303, 2.607], [2.312, -0.533, 2.561], [2.327, -0.400, 3.793], [1.429, -0.084, 1.743], [6.113, -3.359, 0.090], [4.856, -1.507, -1.042], [3.943, -2.468, 3.655], [9.211, 7.856, 1.145], [8.534, 6.985, 0.831], [7.677, 5.896, 0.424], [7.983, 5.147, -0.705], [7.144, 4.132, -1.127], [5.974, 3.848, -0.428], [5.683, 4.579, 0.723], [6.524, 5.592, 1.138], [5.100, 2.849, -0.871], [5.283, 1.978, -1.947], [4.154, 1.232, -2.008], [3.272, 1.612, -1.009], [3.849, 2.572, -0.357], [8.890, 5.363, -1.255], [7.404, 3.564, -2.008], [4.803, 4.346, 1.305], [6.292, 6.152, 2.035], [6.181, 1.949, -2.542], [3.914, 0.427, -2.691], [3.409, 3.070, 0.498], [-6.897, -1.515, 2.462], [-5.661, -2.411, 2.284], [-5.854, -3.670, 3.150], [-5.631, -2.868, 0.819], [-4.383, -1.630, 2.757], [-4.495, -1.423, 4.186], [-4.221, -0.218, 2.166], [-4.085, -0.007, 0.638], [-5.273, 0.641, -0.042], [-5.883, 1.779, 0.483], [-6.973, 2.372, -0.139], [-7.458, 1.826, -1.315], [-8.845, 2.552, -2.094], [-6.851, 0.721, -1.885], [-5.762, 0.141, -1.246], [-3.030, -2.403, 2.693], [-2.154, -2.164, 1.561], [-1.252, -1.175, 1.417], [-0.688, -1.243, 0.237], [-1.246, -2.360, -0.307], [-2.155, -2.948, 0.449], [-7.783, -2.067, 2.134], [-6.834, -0.607, 1.857], [-7.068, -1.230, 3.509], [-6.866, -4.057, 2.994], [-5.720, -3.463, 4.211], [-5.156, -4.463, 2.864], [-6.393, -3.643, 0.679], [-4.670, -3.284, 0.524], [-5.875, -2.048, 0.138], [-5.306, -0.934, 4.351], [-3.332, 0.180, 2.661], [-5.057, 0.375, 2.545], [-3.853, -0.937, 0.121], [-3.218, 0.633, 0.467], [-5.496, 2.226, 1.395], [-7.441, 3.255, 0.281], [-7.222, 0.319, -2.820], [-5.265, -0.707, -1.706], [-3.177, -3.475, 2.784], [-2.489, -2.067, 3.573], [-1.016, -0.449, 2.189], [-0.974, -2.730, -1.289]],
  "lowdin_charge": [0.242, 0.077, -0.010, -0.420, 0.155, 0.171, -0.422, -0.035, 0.051, 0.062, 0.047, 0.124, 0.093, 0.062, 0.573, -0.686, -0.149, -0.578, 0.690, -0.397, -0.088, -0.131, -0.240, 0.008, -0.105, 0.097, 0.117, 0.103, -0.087, -0.684, -0.075, -0.107, -0.020, -0.135, 0.081, -0.174, 0.047, -0.595, -0.016, -0.149, 0.104, 0.095, 0.117, 0.135, -0.192, -0.246, -0.030, 0.000, -0.169, 0.007, -0.025, -0.014, -0.038, -0.102, 0.098, -0.125, 0.118, 0.103, 0.111, 0.121, 0.106, 0.104, 0.115, -0.040, -0.500, -0.051, -0.031, -0.408, -0.037, -0.097, -0.112, -0.222, -0.042, -0.110, -0.674, 0.622, -0.098, -0.035, -0.030, -0.119, -0.140, 0.106, -0.167, 0.104, 0.089, 0.073, 0.086, 0.082, 0.082, 0.084, 0.088, 0.070, 0.061, 0.078, 0.118, 0.099, 0.097, 0.113, 0.117, 0.100, 0.105, 0.124, 0.126, 0.140, 0.142, 0.118],
  "charge": -2,
  "de_lowest_kj_mol": 125.0,
  "gap_ev": 5.91
}

***

[2]
{
  "formula": "C2H3NOS",
  "method": "ωB97M-V/def2-TZVPD",
  "species": ["N", "C", "S", "H", "C", "O", "H", "H"],
  "positions_angstrom": [[-0.416, -1.614, -0.065], [0.196, -2.411, 0.574], [0.783, -3.551, 1.451], [-0.302, -0.820, -0.656], [-0.065, 2.100, -0.326], [0.172, 1.100, -0.937], [-1.054, 2.582, -0.332], [0.687, 2.614, 0.290]],
  "lowdin_charge": [0.144, -0.907, 0.683, 0.035, -0.111, -0.016, 0.086, 0.086],
  "charge": 0,
  "smiles": "N=C=S.C=O",
  "de_lowest_kj_mol": 94.2,
  "gap_ev": 9.47
}

***

[3]
{
  "formula": "C31H52B2O25PS",
  "method": "ωB97M-V/def2-TZVPD",
  "species": ["O", "B", "O", "C", "C", "O", "B", "O", "C", "P", "S", "H", "H", "H", "H", "H", "H", "H", "H", "H", "H", "C", "C", "C", "O", "C", "O", "O", "H", "H", "H", "H", "H", "H", "C", "C", "C", "O", "C", "O", "O", "H", "H", "H", "H", "H", "H", "C", "C", "C", "O", "C", "O", "O", "H", "H", "H", "H", "H", "H", "C", "C", "C", "O", "C", "O", "O", "H", "H", "H", "H", "H", "H", "C", "C", "C", "O", "C", "O", "O", "H", "H", "H", "H", "H", "H", "C", "C", "C", "O", "C", "O", "O", "H", "H", "H", "H", "H", "H", "C", "C", "C", "O", "C", "O", "O", "H", "H", "H", "H", "H", "H"],
  "positions_angstrom": [[0.688, -2.080, -1.102], [0.355, -0.783, -1.413], [1.407, 0.125, -1.324], [-1.102, -0.372, -1.847], [-1.431, 1.050, -1.383], [-1.813, 1.962, -2.373], [-2.140, 3.122, -1.491], [-3.163, 2.448, -0.554], [-2.546, 1.255, -0.276], [-3.916, 0.039, -0.108], [-4.669, -0.062, 1.725], [-0.108, -2.603, -0.927], [1.379, 0.557, -0.460], [-1.155, -0.443, -2.938], [-1.808, -1.099, -1.458], [-0.504, 1.453, -0.987], [-2.479, 4.154, -2.045], [-1.221, 3.419, -0.740], [-2.043, 1.209, 0.706], [-4.940, 0.390, -0.996], [-3.533, -1.263, -0.474], [-6.657, 7.114, -0.110], [-5.334, 7.604, -0.644], [-4.226, 6.571, -0.723], [-3.051, 7.386, -0.557], [-3.400, 8.476, 0.153], [-2.634, 9.254, 0.630], [-4.747, 8.574, 0.250], [-6.564, 6.824, 0.935], [-7.393, 7.918, -0.162], [-7.031, 6.269, -0.678], [-5.475, 8.094, -1.613], [-4.187, 6.043, -1.671], [-4.264, 5.842, 0.089], [1.421, -4.351, -5.602], [0.080, -4.593, -4.955], [-1.034, -3.693, -5.445], [-1.884, -3.611, -4.293], [-1.113, -3.808, -3.203], [-1.462, -3.590, -2.086], [0.111, -4.261, -3.554], [1.800, -3.364, -5.335], [2.152, -5.085, -5.261], [1.342, -4.421, -6.687], [-0.204, -5.646, -5.040], [-1.579, -4.102, -6.291], [-0.684, -2.688, -5.690], [3.802, -0.325, -3.264], [4.083, -1.483, -4.185], [5.536, -1.893, -4.274], [5.621, -2.442, -5.598], [4.657, -1.852, -6.347], [4.579, -1.941, -7.530], [3.805, -1.155, -5.565], [4.259, 0.592, -3.640], [2.735, -0.145, -3.185], [4.183, -0.532, -2.264], [3.454, -2.337, -3.916], [5.818, -2.641, -3.537], [6.214, -1.040, -4.204], [0.087, 3.777, 4.562], [0.319, 2.777, 3.458], [1.759, 2.340, 3.287], [1.816, 2.032, 1.892], [0.859, 2.783, 1.261], [0.763, 2.890, 0.087], [0.041, 3.357, 2.173], [0.575, 4.723, 4.327], [-0.977, 3.980, 4.678], [0.473, 3.398, 5.509], [-0.339, 1.912, 3.582], [2.021, 1.466, 3.879], [2.467, 3.146, 3.497], [4.339, -3.223, 0.574], [3.648, -2.819, 1.850], [2.645, -1.701, 1.702], [2.688, -1.081, 3.002], [3.910, -1.318, 3.527], [4.342, -0.787, 4.502], [4.576, -2.240, 2.795], [4.974, -2.417, 0.205], [4.977, -4.080, 0.748], [3.602, -3.480, -0.190], [3.192, -3.692, 2.327], [1.644, -2.056, 1.476], [2.942, -0.965, 0.952], [-7.826, 1.251, 3.223], [-8.548, 2.542, 2.949], [-9.890, 2.375, 2.268], [-10.013, 3.598, 1.525], [-8.754, 4.051, 1.282], [-8.486, 4.946, 0.547], [-7.851, 3.354, 1.991], [-7.541, 0.749, 2.298], [-6.906, 1.435, 3.774], [-8.457, 0.584, 3.814], [-8.641, 3.132, 3.866], [-10.719, 2.265, 2.963], [-9.891, 1.539, 1.565], [8.686, -6.862, 4.622], [7.727, -5.814, 4.116], [6.421, -6.354, 3.575], [6.067, -5.370, 2.599], [7.214, -4.786, 2.165], [7.290, -4.067, 1.226], [8.254, -5.144, 2.957], [9.032, -7.490, 3.800], [9.564, -6.397, 5.069], [8.206, -7.488, 5.374], [7.546, -5.058, 4.884], [5.642, -6.435, 4.329], [6.543, -7.317, 3.074]],
  "lowdin_charge": [0.143, -0.650, 0.116, -0.009, -0.369, -0.040, -0.541, -0.138, -0.509, 0.451, 0.010, 0.073, 0.084, 0.128, 0.048, 0.086, 0.053, 0.071, 0.108, -0.013, -0.044, -0.036, -0.321, -0.077, 0.071, -0.579, 0.141, 0.072, 0.088, 0.085, 0.073, 0.153, 0.129, 0.148, -0.011, -0.321, -0.084, 0.077, -0.547, 0.153, 0.092, 0.079, 0.090, 0.096, 0.156, 0.138, 0.144, -0.005, -0.321, -0.091, 0.056, -0.577, 0.152, 0.082, 0.100, 0.072, 0.092, 0.147, 0.136, 0.139, -0.024, -0.325, -0.098, 0.044, -0.538, 0.163, 0.098, 0.091, 0.087, 0.087, 0.160, 0.128, 0.139, -0.014, -0.310, -0.078, 0.057, -0.572, 0.147, 0.083, 0.095, 0.052, 0.094, 0.158, 0.135, 0.138, -0.044, -0.329, -0.098, 0.058, -0.551, 0.153, 0.102, 0.053, 0.080, 0.089, 0.156, 0.133, 0.139, -0.025, -0.326, -0.091, 0.049, -0.553, 0.168, 0.089, 0.092, 0.086, 0.090, 0.161, 0.139, 0.139],
  "charge": -1,
  "de_lowest_kj_mol": 31.2,
  "gap_ev": 6.22
}

***

[4]
{
  "formula": "C17H40CoN7OS",
  "method": "ωB97M-V/def2-TZVPD",
  "species": ["Co", "N", "C", "C", "C", "N", "C", "C", "N", "C", "H", "H", "H", "H", "H", "H", "H", "H", "H", "H", "H", "H", "H", "H", "H", "H", "C", "C", "N", "C", "S", "N", "C", "C", "H", "H", "H", "H", "H", "H", "H", "H", "H", "H", "H", "H", "C", "N", "C", "C", "C", "N", "C", "C", "O", "H", "H", "H", "H", "H", "H", "H", "H", "H", "H", "H", "H"],
  "positions_angstrom": [[0.036, 0.497, 1.183], [1.578, -4.611, 0.645], [1.453, -3.107, 0.815], [2.190, -2.421, -0.334], [2.390, -0.915, -0.134], [1.134, -0.101, -0.310], [3.017, -0.594, 1.220], [2.236, -1.213, 2.375], [0.964, -0.430, 2.617], [2.007, -2.718, 2.187], [1.145, -4.940, -0.224], [1.140, -5.130, 1.412], [2.560, -4.906, 0.613], [0.382, -2.908, 0.763], [1.699, -2.621, -1.291], [3.201, -2.833, -0.418], [3.065, -0.588, -0.927], [0.564, -0.474, -1.072], [1.425, 0.823, -0.641], [3.112, 0.489, 1.354], [4.039, -0.978, 1.240], [2.817, -1.105, 3.293], [1.223, 0.354, 3.223], [0.319, -0.991, 3.175], [1.378, -3.116, 2.988], [2.995, -3.171, 2.323], [-3.022, 2.713, 3.019], [-2.121, 1.499, 3.149], [-2.863, 0.242, 3.128], [-2.865, -0.739, 2.229], [-1.635, -0.935, 0.962], [-3.821, -1.634, 2.221], [-4.006, -2.789, 1.308], [-5.486, -3.103, 1.195], [-2.423, 3.618, 2.921], [-3.629, 2.826, 3.919], [-3.686, 2.625, 2.159], [-1.528, 1.540, 4.065], [-1.416, 1.496, 2.297], [-3.607, 0.211, 3.818], [-4.560, -1.531, 2.910], [-3.449, -3.633, 1.718], [-3.592, -2.523, 0.335], [-5.900, -3.401, 2.160], [-5.624, -3.939, 0.511], [-6.047, -2.253, 0.807], [-2.191, 2.882, -0.883], [-1.124, 3.816, -0.527], [-1.308, 5.193, -1.045], [-0.550, 6.173, -0.180], [0.895, 5.736, -0.082], [0.963, 4.333, 0.391], [2.217, 3.958, 1.039], [-0.028, 3.488, 0.145], [0.074, 2.247, 0.622], [-3.091, 3.100, -0.308], [-1.893, 1.852, -0.721], [-2.420, 3.012, -1.940], [-2.378, 5.392, -1.036], [-0.969, 5.216, -2.083], [-0.994, 6.214, 0.816], [-0.610, 7.173, -0.606], [1.447, 6.338, 0.636], [1.408, 5.802, -1.044], [2.442, 4.675, 1.826], [3.032, 3.975, 0.313], [2.144, 2.971, 1.487]],
  "lowdin_charge": [0.430, 0.255, -0.273, -0.069, -0.267, 0.071, -0.070, -0.266, 0.056, -0.069, 0.192, 0.190, 0.190, 0.110, 0.146, 0.155, 0.174, 0.138, 0.133, 0.133, 0.158, 0.172, 0.149, 0.122, 0.144, 0.156, -0.028, -0.220, 0.051, -0.602, 0.879, 0.042, -0.228, -0.048, 0.095, 0.107, 0.088, 0.138, 0.045, 0.179, 0.176, 0.128, 0.086, 0.098, 0.102, 0.097, 0.011, -0.045, -0.098, -0.120, -0.094, -0.048, 0.012, -0.356, -0.143, 0.102, 0.059, 0.117, 0.143, 0.150, 0.134, 0.146, 0.142, 0.150, 0.114, 0.116, 0.061],
  "charge": 4,
  "gap_ev": [5.49, 5.30]
}